Entry 1:
104
Properties=species:S:1:pos:R:3:forces:R:3 method="wB97M-V/def2-TZVPD" homo_energy_ev=-5.18 energy_ha=-5700.45807 charge=-1
F 0.6511 -4.0175 4.1431 0.0 0.1 0.0
C 1.6188 -3.1047 4.1727 -0.1 0.0 0.0
F 2.7737 -3.7508 4.3607 0.1 0.0 0.1
F 1.6810 -2.5220 2.9611 0.0 0.0 0.1
C 1.3859 -2.0462 5.2839 0.2 0.1 -0.1
F 1.1954 -2.7407 6.4441 0.1 0.2 -0.3
F 2.6086 -1.4085 5.4078 -0.4 -0.2 0.0
C 0.3031 -1.0117 5.0245 -0.1 0.1 0.3
C -1.1331 -1.3564 5.4839 -0.2 0.2 -0.3
C -2.0064 -2.0479 4.4310 0.1 0.0 0.2
Ga -3.8060 -2.6652 5.1287 0.2 -0.5 -0.2
Cl -5.1068 -0.8023 5.4534 -0.2 0.2 0.1
H 0.6596 -0.1136 5.5470 0.0 -0.2 -0.1
H 0.2864 -0.7751 3.9571 0.1 0.0 0.1
H -1.1151 -1.9420 6.4091 0.1 0.1 -0.1
H -1.5984 -0.3945 5.7389 0.0 -0.2 0.0
H -1.5111 -2.9631 4.0790 -0.1 0.1 0.0
H -2.1501 -1.3854 3.5684 0.0 -0.1 0.1
H -3.6634 -3.4104 6.5417 0.0 0.1 0.0
H -4.5365 -3.5820 4.0299 -0.1 0.1 0.0
C 0.1137 -0.6750 -1.4782 0.0 0.0 0.0
C 0.1038 -1.2121 -0.1965 0.0 0.1 -0.1
C -0.5157 -0.5342 0.8420 0.0 -0.1 0.1
C -1.1145 0.6821 0.5682 0.0 -0.1 -0.1
C -1.1239 1.2295 -0.7000 0.0 0.1 -0.1
C -0.5038 0.5426 -1.7301 0.1 -0.1 0.1
N -1.7735 1.4147 1.6649 0.0 -0.1 -0.1
O -1.6890 0.9382 2.7747 0.0 0.2 0.1
O -2.3545 2.4478 1.3883 0.0 0.0 0.0
H 0.5957 -1.2136 -2.2845 0.0 0.0 0.0
H 0.5717 -2.1682 -0.0009 0.0 0.0 0.0
H -0.5461 -0.9492 1.8393 0.0 0.0 0.0
H -1.6085 2.1778 -0.8810 0.0 0.0 0.1
H -0.5081 0.9576 -2.7276 0.0 0.0 0.0
C -7.4022 2.3411 -0.9943 0.0 0.0 -0.1
C -7.0551 1.0019 -1.1079 0.0 0.1 0.0
C -5.8507 0.6409 -1.6880 -0.1 -0.1 0.0
C -5.0133 1.6405 -2.1500 0.0 0.0 0.1
C -5.3377 2.9813 -2.0482 0.0 0.1 0.0
C -6.5448 3.3276 -1.4637 0.0 -0.1 0.0
N -3.7236 1.2588 -2.7404 0.1 -0.1 0.1
O -3.4639 0.0774 -2.8155 0.0 0.1 -0.1
O -2.9720 2.1502 -3.1051 -0.1 0.0 -0.1
H -8.3313 2.6194 -0.5188 0.0 0.0 0.0
H -7.7154 0.2358 -0.7260 0.0 0.0 0.0
H -5.5602 -0.3957 -1.7691 0.1 0.0 0.0
H -4.6559 3.7367 -2.4085 0.0 -0.1 0.0
H -6.8121 4.3705 -1.3610 0.0 0.0 0.0
C 5.8960 -1.8523 -1.7196 0.0 0.0 0.0
C 4.6736 -2.0689 -1.0977 0.1 0.0 0.0
C 3.6094 -2.5896 -1.8173 0.0 0.0 0.2
C 3.7954 -2.8852 -3.1545 0.1 0.0 0.0
C 5.0031 -2.6730 -3.7945 0.1 0.0 -0.1
C 6.0598 -2.1509 -3.0662 -0.1 0.0 0.0
N 2.6743 -3.4495 -3.9238 0.0 0.0 0.0
O 1.6160 -3.6044 -3.3495 0.0 0.0 0.0
O 2.8740 -3.7304 -5.0899 0.0 0.0 0.0
H 6.7274 -1.4508 -1.1553 0.0 0.0 0.0
H 4.5443 -1.8324 -0.0505 0.0 0.0 0.0
H 2.6553 -2.7594 -1.3414 0.0 0.0 -0.1
H 5.1114 -2.9123 -4.8417 -0.1 0.0 0.0
H 7.0109 -1.9793 -3.5469 0.0 0.0 0.0
C -0.4115 6.5851 -2.7177 0.0 0.0 0.0
C 0.9279 6.9217 -2.5693 0.0 0.0 0.0
C 1.9061 5.9448 -2.6633 0.0 0.1 0.0
C 1.5176 4.6398 -2.9065 -0.1 0.1 0.0
C 0.1905 4.2829 -3.0542 -0.2 -0.1 0.0
C -0.7790 5.2682 -2.9585 0.0 0.1 0.0
N 2.5578 3.6013 -3.0176 0.0 0.0 0.0
O 3.7139 3.9456 -2.8653 0.0 0.0 0.0
O 2.2009 2.4674 -3.2574 0.0 0.0 0.0
H -1.1716 7.3517 -2.6419 0.0 0.0 0.0
H 1.2130 7.9472 -2.3775 0.0 0.0 0.0
H 2.9512 6.1890 -2.5476 0.0 -0.1 0.0
H -0.0941 3.2573 -3.2387 0.1 0.0 0.0
H -1.8208 4.9993 -3.0683 0.0 0.0 0.0
C 10.4993 -6.1225 -6.1132 0.0 0.0 0.0
C 9.5474 -5.1129 -6.1664 0.0 0.0 0.0
C 9.4387 -4.2046 -5.1257 -0.1 0.0 -0.1
C 10.2939 -4.3296 -4.0465 0.0 -0.1 -0.1
C 11.2474 -5.3277 -3.9707 0.1 -0.1 0.0
C 11.3458 -6.2301 -5.0176 0.0 0.0 0.0
N 10.1833 -3.3681 -2.9353 -0.1 0.0 0.0
O 9.3234 -2.5135 -3.0175 0.1 0.0 0.0
O 10.9513 -3.4888 -2.0047 0.0 0.0 0.0
H 10.5805 -6.8293 -6.9284 0.0 0.0 0.0
H 8.8861 -5.0322 -7.0181 0.0 0.0 0.0
H 8.7015 -3.4164 -5.1505 0.0 0.0 0.1
H 11.8954 -5.3979 -3.1101 0.0 0.1 0.0
H 12.0837 -7.0194 -4.9759 0.0 0.0 0.0
C -8.3288 2.9166 6.9609 0.0 0.0 0.0
C -8.8013 4.0800 6.3633 0.0 -0.1 0.0
C -8.7660 4.2169 4.9862 0.0 0.1 0.1
C -8.2519 3.1752 4.2324 0.0 0.0 0.1
C -7.7724 2.0120 4.8064 0.1 -0.2 -0.1
C -7.8169 1.8860 6.1854 0.0 0.0 0.1
N -8.2234 3.3137 2.7685 0.0 0.0 0.0
O -8.6321 4.3561 2.2857 0.0 0.0 0.0
O -7.8017 2.3819 2.1174 0.0 0.0 0.0
H -8.3585 2.8140 8.0380 0.0 0.0 0.0
H -9.1973 4.8827 6.9710 0.0 0.0 0.0
H -9.1269 5.1132 4.5049 0.0 0.0 -0.1
H -7.3628 1.2149 4.2017 0.0 0.0 0.0
H -7.4363 0.9829 6.6436 0.1 0.0 0.0

***

Entry 2:
86
Properties=species:S:1:pos:R:3:forces:R:3 method="wB97M-V/def2-TZVPD" homo_energy_ev=-10.88 energy_ha=-3123.32837 charge=+1
In 15.3956 10.2346 9.7172 0.3 -0.3 -0.1
N 13.9771 12.4320 11.5295 0.3 0.1 0.1
P 14.2413 10.8423 12.1235 -0.6 0.2 -0.2
C 14.9538 11.1402 13.7475 0.4 -0.3 -0.2
C 14.2230 11.8179 14.7264 0.0 -0.1 -0.4
C 14.8390 12.2193 15.8877 -0.4 0.0 0.1
C 16.1650 11.9238 16.0965 0.2 0.2 -0.1
C 16.8889 11.2589 15.1346 0.6 -0.6 -0.6
C 16.3063 10.8229 13.9449 -0.6 0.3 0.3
C 12.6042 10.1275 12.4232 0.1 -0.3 0.0
C 12.5227 8.7516 12.6154 -0.6 -0.1 0.0
C 11.2774 8.1545 12.7875 0.6 -0.7 0.3
C 10.1239 8.8999 12.7604 -0.6 0.5 -0.1
C 10.1818 10.2780 12.5392 0.6 -0.6 0.1
C 11.4281 10.8679 12.4016 -0.1 0.7 -0.1
P 14.7682 12.7991 10.0516 -0.9 -0.2 0.4
C 16.0417 13.9808 10.4639 -0.1 0.1 -0.5
C 16.7686 13.8188 11.6363 0.0 -0.4 0.1
C 17.8143 14.6732 11.9024 -0.1 0.1 -0.1
C 18.1306 15.6615 10.9903 0.9 0.6 0.1
C 17.4408 15.8033 9.8008 -0.3 0.2 -0.2
C 16.3776 14.9602 9.5218 0.2 -0.1 0.9
C 13.5843 13.6573 8.9875 -0.2 0.4 0.1
C 13.5092 13.3306 7.6366 0.2 -0.2 -0.3
C 12.6516 14.0270 6.7872 0.2 -0.4 0.2
C 11.8467 15.0229 7.2894 0.1 0.1 -0.6
C 11.8937 15.3353 8.6271 -0.1 0.3 0.6
C 12.7496 14.6772 9.4841 0.3 -0.7 -0.4
H 13.8105 13.1631 12.2292 0.0 -0.2 -0.5
H 13.1743 12.0439 14.5866 -0.1 0.0 -0.1
H 14.2754 12.7673 16.6204 -0.1 0.1 0.2
H 16.6430 12.2454 16.9971 0.3 0.1 0.4
H 17.9397 11.0839 15.2967 0.2 -0.2 0.1
H 16.8542 10.2518 13.1838 -0.1 0.4 0.4
H 13.3785 8.1004 12.6279 0.4 0.1 -0.1
H 11.2391 7.0726 12.9653 -0.1 0.5 -0.1
H 9.1685 8.4128 12.9151 0.0 0.0 -0.1
H 9.2942 10.8778 12.4569 -0.2 0.1 0.1
H 11.4815 11.9438 12.2549 0.0 -0.1 -0.1
H 16.5614 13.0044 12.3340 -0.2 0.3 -0.2
H 18.3615 14.5784 12.8189 0.3 0.0 0.3
H 18.9580 16.3434 11.2107 -0.3 -0.2 -0.1
H 17.6787 16.6090 9.1139 0.1 -0.1 0.1
H 15.7910 15.0856 8.6359 -0.2 0.0 -0.4
H 14.0842 12.5034 7.2220 0.0 0.2 0.2
H 12.5922 13.7511 5.7485 0.1 0.0 -0.2
H 11.2109 15.5816 6.6208 -0.2 0.0 0.0
H 11.2554 16.1122 9.0112 -0.1 0.1 0.1
H 12.7223 14.9217 10.5276 0.2 0.1 0.4
Cl 16.6126 7.6481 7.9766 0.0 -0.1 -0.1
C 18.0862 8.5626 7.8092 0.7 0.0 -0.2
C 18.9661 8.2800 6.7510 -1.4 -0.8 0.2
C 20.0956 9.0432 6.5695 -0.8 0.1 0.4
C 20.3212 10.0722 7.4589 0.0 0.0 0.4
C 19.5196 10.2824 8.5776 0.2 0.4 -0.2
C 18.3591 9.5431 8.7709 -0.7 -0.3 0.1
C 17.4392 9.7375 9.9630 0.8 -0.3 -0.3
H 18.7031 7.4522 6.0747 0.2 0.5 0.3
H 20.7206 8.8556 5.7275 0.5 0.0 -0.4
H 21.1462 10.7148 7.2714 0.7 0.5 0.1
H 19.8036 11.0607 9.2882 -0.2 -0.2 -0.2
H 17.8293 10.5180 10.6080 0.3 0.0 0.2
H 17.3813 8.7887 10.5199 0.0 0.3 0.0
C 7.7188 7.7815 8.0292 -0.1 -0.1 -0.6
C 9.1617 8.1345 8.2461 0.4 0.1 -0.1
C 10.1754 7.2057 8.0153 0.3 0.5 -0.2
C 11.5144 7.5791 8.1508 -0.7 0.0 0.1
C 12.5965 6.5865 7.8725 0.9 0.4 0.1
C 11.8040 8.8859 8.5268 1.2 0.1 0.4
C 10.8316 9.8583 8.7699 -0.8 -0.4 -0.2
C 11.1162 11.2890 9.1162 1.1 0.0 -0.1
C 9.5111 9.4358 8.6283 -0.6 0.1 0.1
C 13.2356 9.2206 8.8271 0.1 -0.1 0.2
O 13.9110 8.5902 9.7005 -0.6 -0.1 -0.1
O 13.8108 10.2224 8.2840 -0.5 0.4 -0.4
H 7.6251 6.8576 7.4263 0.0 0.6 0.2
H 7.1913 8.6276 7.5454 0.2 -0.6 0.2
H 7.2303 7.5771 8.9703 -0.2 0.0 0.4
H 9.9694 6.2059 7.6425 -0.2 0.1 0.2
H 12.2298 5.8278 7.1918 0.1 -0.2 0.0
H 12.9598 6.1384 8.8101 -0.2 0.0 -0.3
H 13.4816 7.0783 7.4092 -0.6 -0.4 0.2
H 10.2523 11.7770 9.5275 -0.5 0.2 0.1
H 11.4684 11.8415 8.2371 -0.3 -0.1 0.1
H 11.9269 11.4070 9.8526 -0.3 -0.2 -0.2
H 8.6788 10.1336 8.8250 0.6 -0.2 -0.2

***

Frontier orbital gap / eV: 5.50; 8.39
Largest force on an atom / eV Å⁻¹: 0.56; 1.60